No. 1
Density functional theory data (wB97M-V/def2-TZVPD) for a molecular structure, C10H13N2.

Geometry as ORCA input:
```
! RIJCOSX wB97M-V def2-TZVPD def2/J DEFGRID3
* xyz 1 1
C 2.207 1.174 0.290
C 0.942 1.593 0.301
C 1.156 -0.812 -0.281
C 2.348 -0.252 -0.060
C -1.971 0.361 -0.204
C 4.809 -0.378 0.019
C 3.618 -0.943 -0.150
C -0.015 0.505 -0.037
C -3.981 -1.004 0.343
C -3.431 0.267 -0.313
N -1.140 0.201 0.827
N -1.011 0.662 -1.079
H 3.047 1.804 0.516
H 0.594 2.583 0.527
H 0.803 -1.780 -0.555
H 5.711 -0.959 -0.067
H 4.942 0.666 0.243
H 3.547 -1.998 -0.378
H -3.577 -1.888 -0.139
H -5.060 -1.023 0.237
H -3.749 -1.040 1.402
H -3.859 1.141 0.189
H -3.723 0.306 -1.364
H -1.229 -0.078 1.787
H -0.977 0.894 -2.054
*
```

As for the calculated total energy: -13552.079 eV. The value obtained for the energy relative to the best compared isomer or geometry (same formula, charge and spin) is 314.1 kJ/mol. The value obtained for the frontier orbital gap is 8.750 eV. The calculation puts the lowest unoccupied orbital energy at -0.123 Eh. The calculation puts the HOMO energy at -12.107 eV.

natural (NBO) atomic charge list, values in e, 8 entries:
1. C -0.124
2. C -0.237
3. C -0.148
4. C -0.077
5. C 0.577
6. C -0.303
7. C -0.233
8. C 0.254

=====

No. 2
Density functional theory data (wB97M-V/def2-TZVPD) for a gas-phase ion, C10H13N2O2 (charge +1).

Geometry as ORCA input:
```
! RIJCOSX wB97M-V def2-TZVPD def2/J DEFGRID3
* xyz 1 1
C -2.649 1.584 1.147
C -2.049 0.890 -0.038
N -2.675 0.839 -1.261
C -1.926 0.071 -1.985
O -0.850 -0.388 -1.431
C -0.923 0.095 -0.127
C 0.346 -0.493 0.598
C 0.305 -0.035 2.050
N 0.249 -2.042 0.507
C 1.525 -0.124 -0.262
C 2.324 -0.908 -1.088
C 3.050 -0.118 -1.870
O 2.774 1.181 -1.595
C 1.823 1.177 -0.621
H -2.622 2.626 1.106
H -3.677 1.275 1.402
H -2.067 1.239 2.022
H -2.200 -0.159 -3.116
H 1.158 -0.497 2.594
H -0.651 -0.231 2.417
H 0.458 1.078 1.943
H 0.028 -1.938 -0.524
H -0.431 -2.418 1.139
H 1.169 -2.346 0.765
H 2.435 -2.023 -0.893
H 3.749 -0.378 -2.720
H 1.322 2.042 -0.160
*
```

As for the calculated total energy: -17646.876 eV. The value obtained for the energy relative to the best compared isomer or geometry (same formula, charge and spin) is 178.7 kJ/mol. The value obtained for the frontier orbital gap is 9.223 eV. The calculation puts the lowest unoccupied orbital energy at -0.119 Eh. The calculation puts the HOMO energy at -12.463 eV.

natural (NBO) atomic charge list, values in e, 8 entries:
1. C -0.641
2. C 0.160
3. N -0.443
4. C 0.366
5. O -0.449
6. C 0.120
7. C 0.140
8. C -0.621